Entry 1:
An isolated molecule of C26H36N4O4, computed with ωB97M-V with the def2-TZVPD basis set.

Element x y z (Å)
C: 0.684 3.734 4.091
C: 0.038 2.634 3.259
C: 1.007 1.483 3.001
C: 0.352 0.374 2.187
N: 1.324 -0.616 1.773
C: 1.261 -1.250 0.590
O: 0.350 -1.056 -0.200
C: 2.377 -2.249 0.341
H: 3.295 -1.902 0.818
H: 2.076 -3.190 0.809
C: 2.607 -2.474 -1.153
C: 3.326 -1.294 -1.807
N: 2.579 -0.052 -1.650
C: 1.443 0.071 -2.431
O: 1.170 -0.751 -3.277
N: 0.658 1.184 -2.216
C: 1.009 2.184 -1.336
C: 0.246 3.347 -1.185
C: 0.656 4.338 -0.319
C: 1.830 4.211 0.417
C: 2.580 3.064 0.291
C: 2.177 2.046 -0.575
C: 2.972 0.825 -0.660
O: 3.914 0.578 0.072
H: 3.499 2.922 0.840
H: 2.145 5.003 1.077
H: 0.056 5.230 -0.219
H: -0.665 3.482 -1.742
C: -0.558 1.289 -2.998
H: -0.516 2.159 -3.661
H: -0.612 0.385 -3.614
C: -1.840 1.379 -2.158
O: -2.748 2.117 -2.486
N: -1.842 0.613 -1.060
H: -1.109 -0.074 -0.910
C: -3.023 0.475 -0.239
H: -3.599 1.398 -0.334
H: -2.705 0.349 0.799
C: -3.884 -0.718 -0.685
C: -3.094 -1.997 -0.642
C: -2.472 -2.467 -1.715
C: -1.623 -3.699 -1.729
C: -1.835 -4.545 -0.478
C: -1.831 -3.645 0.751
C: -3.018 -2.690 0.691
H: -2.942 -1.945 1.488
H: -3.949 -3.244 0.856
H: -1.873 -4.241 1.666
H: -0.908 -3.064 0.762
H: -1.052 -5.303 -0.401
H: -2.797 -5.060 -0.543
H: -1.836 -4.285 -2.627
H: -0.577 -3.383 -1.793
H: -2.540 -1.936 -2.655
H: -4.754 -0.786 -0.028
H: -4.230 -0.524 -1.702
H: 3.442 -1.482 -2.876
H: 4.302 -1.132 -1.344
H: 1.644 -2.613 -1.647
H: 3.211 -3.369 -1.306
H: 2.106 -0.779 2.387
H: -0.102 0.785 1.281
H: -0.439 -0.109 2.775
H: 1.874 1.859 2.453
H: 1.357 1.079 3.954
H: -0.289 3.046 2.301
H: -0.845 2.255 3.779
H: 1.565 4.123 3.585
H: 0.989 3.351 5.062
H: -0.013 4.553 4.248

Highest occupied orbital energy = -0.3201 Ha
Energy relative to the best compared isomer or geometry (same formula, charge and spin) = 0.5 kcal/mol
LUMO = 0.0105 hartree
Electronic energy = -1532.4724 a.u.
SMILES = CCCCNC(=O)CCCn1c(=O)c2ccccc2n(CC(=O)NCCC2=CCCCC2)c1=O

Entry 2:
A cluster of 7 separate species, C29H43N10O3 in total, computed with ωB97M-V with the def2-TZVPD basis set.

Element x y z (Å)
C: -0.710 2.545 3.897
C: -1.116 3.308 2.538
O: -2.228 2.706 1.828
C: -1.882 1.442 1.241
C: -1.466 1.508 -0.297
N: -0.057 1.458 -0.671
C: -0.004 1.488 -2.117
N: 1.059 1.426 -2.939
C: 2.445 1.300 -2.409
C: 2.846 2.419 -1.332
O: 2.755 3.657 -1.527
C: 3.355 1.876 0.092
C: 4.639 1.023 0.176
C: 5.118 0.456 1.551
C: 4.257 0.788 2.808
C: 2.968 1.650 2.749
C: 2.538 2.180 1.365
C: 0.885 1.430 -4.434
C: 0.524 -0.108 -4.874
C: 1.312 -0.595 -6.183
O: 0.810 -1.067 -3.820
N: -1.406 1.571 -2.505
N: -2.289 1.578 -1.473
C: -3.795 1.614 -1.548
H: -1.643 2.141 4.409
H: -0.041 3.158 4.591
H: -0.075 1.629 3.582
H: -1.477 4.357 2.865
H: -0.208 3.501 1.863
H: -2.837 0.790 1.292
H: -1.074 0.856 1.789
H: 3.187 1.372 -3.289
H: 2.572 0.237 -1.977
H: 5.255 0.780 -0.755
H: 6.055 -0.180 1.637
H: 4.614 0.356 3.816
H: 2.328 1.889 3.671
H: 1.607 2.819 1.253
H: 1.867 1.680 -4.974
H: 0.056 2.146 -4.759
H: -0.610 -0.120 -5.079
H: 2.075 -1.389 -5.847
H: 1.854 0.244 -6.745
H: 0.577 -1.159 -6.869
H: -0.059 -1.373 -3.447
H: -1.633 1.585 -3.507
H: -4.141 1.235 -2.564
H: -4.156 0.878 -0.745
H: -4.165 2.657 -1.278
C: 2.896 -3.017 3.651
C: 3.477 -2.045 4.634
N: 3.939 -1.276 5.422
H: 1.926 -3.368 4.006
H: 2.768 -2.533 2.683
H: 3.563 -3.871 3.535
C: -2.295 -3.659 -1.339
C: -2.074 -2.349 -2.033
N: -1.899 -1.317 -2.580
H: -2.965 -3.519 -0.489
H: -2.740 -4.374 -2.029
H: -1.344 -4.054 -0.982
C: -3.995 5.411 1.449
C: -4.193 6.056 2.788
N: -4.349 6.563 3.841
H: -3.927 4.328 1.566
H: -4.836 5.647 0.795
H: -3.074 5.779 0.993
C: -2.309 -6.999 -4.707
C: -1.833 -6.595 -3.344
N: -1.458 -6.277 -2.271
H: -1.632 -6.606 -5.467
H: -2.337 -8.087 -4.782
H: -3.310 -6.604 -4.882
C: -1.452 1.254 7.959
C: -1.885 0.617 6.673
N: -2.226 0.115 5.662
H: -0.528 1.813 7.803
H: -2.226 1.936 8.314
H: -1.280 0.486 8.714
C: 1.692 -5.008 -1.569
C: 2.158 -4.590 -0.207
N: 2.528 -4.261 0.864
H: 2.376 -4.626 -2.328
H: 1.661 -6.097 -1.632
H: 0.693 -4.612 -1.757

Charge = +1
Highest occupied orbital energy = -0.3936 Ha
LUMO = -0.0965 hartree
Electronic energy = -1903.5408 a.u.

Entry 3:
A cluster of 3 separate species, C4H16N2O3 in total, computed with ωB97M-V with the def2-TZVPD basis set.

Element x y z (Å)
N: 1.041 0.247 -0.623
C: -0.243 0.941 -0.702
C: -0.779 1.191 0.704
C: 0.184 1.961 1.584
O: 1.351 1.197 1.898
C: -1.312 0.173 -1.502
N: -0.751 -0.377 -2.736
H: 1.371 0.009 -1.558
H: 0.949 -0.631 -0.126
H: 1.783 0.987 1.066
H: -0.055 1.893 -1.209
H: -0.965 0.216 1.163
H: -1.744 1.701 0.676
H: 0.491 2.908 1.123
H: -0.235 2.229 2.555
H: -2.177 0.822 -1.688
H: -1.675 -0.661 -0.897
H: -1.409 -0.976 -3.213
H: -0.516 0.360 -3.389
H: 0.948 -0.597 2.066
H: 0.567 -1.943 2.748
O: 0.754 -1.545 1.883
H: -0.146 -2.281 -1.373
H: 0.064 -2.562 0.129
O: -0.359 -2.911 -0.671

Highest occupied orbital energy = -0.3539 Ha
Energy relative to the best compared isomer or geometry (same formula, charge and spin) = 3.4 kcal/mol
LUMO = 0.0304 hartree
Electronic energy = -497.2430 a.u.
SMILES = NC[C@H](N)CCO.O.O

Entry 4:
A structure of composition C32H36BN9O6SW, computed with ωB97M-V with the def2-TZVPD basis set.

Element x y z (Å)
W: -0.514 -0.827 0.457
O: 1.260 -1.835 -1.470
C: 0.803 -2.023 -2.804
C: -0.493 -2.832 -2.723
N: -1.374 -2.300 -1.673
C: -2.182 -3.386 -1.048
C: -1.896 -3.546 0.412
O: -0.389 -5.001 0.303
O: -1.434 -2.726 1.165
C: -2.273 -1.280 -2.234
C: -3.141 -0.698 -1.080
O: -4.215 -0.201 -1.316
O: -2.610 -0.863 0.074
H: 2.136 -1.427 -1.475
H: 1.541 -2.581 -3.390
H: 0.633 -1.061 -3.297
H: -0.232 -3.866 -2.490
H: -0.989 -2.811 -3.701
H: -2.029 -4.347 -1.544
H: -3.253 -3.155 -1.114
H: -2.942 -1.694 -3.002
H: -1.689 -0.467 -2.675
C: -3.264 0.534 2.349
C: -1.958 0.383 3.033
C: -1.702 0.689 4.375
C: -0.353 0.498 4.547
N: 0.174 0.094 3.380
N: -0.813 0.002 2.442
B: 1.605 -0.257 2.974
N: 1.953 0.570 1.721
C: 2.878 1.534 1.629
C: 2.971 1.912 0.309
C: 2.040 1.127 -0.369
C: 1.799 1.155 -1.840
N: 1.425 0.309 0.505
N: 1.556 -1.751 2.562
C: 2.047 -2.770 3.272
C: 1.865 -3.925 2.546
C: 1.240 -3.512 1.371
C: 0.895 -4.393 0.217
N: 1.040 -2.182 1.404
N: 2.754 -0.124 3.934
C: 2.969 0.221 5.228
C: 4.296 0.021 5.509
C: 4.853 -0.461 4.306
C: 6.263 -0.854 4.041
N: 3.921 -0.542 3.380
H: -3.984 0.963 3.040
H: -3.653 -0.423 2.004
H: -3.159 1.184 1.478
H: -2.412 0.997 5.115
H: 0.242 0.632 5.424
H: 3.412 1.894 2.485
H: 3.616 2.654 -0.110
H: 2.599 0.631 -2.367
H: 1.809 2.187 -2.183
H: 0.833 0.722 -2.089
H: 2.487 -2.627 4.236
H: 2.149 -4.922 2.809
H: 1.649 -5.187 0.133
H: 0.893 -3.802 -0.698
H: -0.473 -5.466 1.146
H: 2.188 0.584 5.862
H: 4.798 0.193 6.438
H: 6.884 -0.652 4.909
H: 6.650 -0.304 3.186
H: 6.319 -1.916 3.806
C: -2.529 3.845 -6.445
C: -3.181 5.193 -6.459
O: -3.355 5.870 -7.425
S: -3.800 5.814 -4.880
C: -3.105 4.736 -3.642
C: -1.735 4.758 -3.399
C: -1.191 3.896 -2.470
C: -2.018 2.998 -1.786
C: -3.406 3.054 -1.960
C: -3.944 3.929 -2.882
C: -1.451 1.966 -1.006
C: -0.952 0.995 -0.464
H: -1.472 3.961 -6.211
H: -2.608 3.415 -7.442
H: -2.982 3.187 -5.708
H: -1.111 5.446 -3.949
H: -0.127 3.897 -2.270
H: -4.040 2.386 -1.395
H: -5.010 3.965 -3.035

Charge = +1
Highest occupied orbital energy (alpha / beta) = -0.3660 / -0.3656 Ha
Energy relative to the best compared isomer or geometry (same formula, charge and spin) = 84.3 kcal/mol
LUMO (alpha / beta) = -0.1594 / -0.1590 hartree
Electronic energy = -2675.1427 a.u.
Spin multiplicity = 2

Entry 5:
A cluster of 2 separate species, C4H8O2 in total, computed with ωB97M-V with the def2-TZVPD basis set.

Element x y z (Å)
C: -1.255 -1.282 0.142
C: -0.102 -0.788 0.964
C: 1.176 -0.847 0.599
O: 1.265 1.788 -1.202
C: 0.119 1.949 -0.528
O: -0.976 1.740 -0.981
H: -1.947 -0.461 -0.081
H: -1.815 -2.057 0.680
H: -0.910 -1.705 -0.807
H: -0.354 -0.338 1.927
H: 1.975 -0.462 1.227
H: 1.473 -1.280 -0.355
H: 1.023 1.433 -2.074
H: 0.328 2.310 0.487

Highest occupied orbital energy = -0.3561 Ha
Energy relative to the best compared isomer or geometry (same formula, charge and spin) = 27.7 kcal/mol
LUMO = 0.0319 hartree
Electronic energy = -307.6682 a.u.
SMILES = C=CC.O=CO

Entry 6:
An isolated molecule of C4H11NOS, computed with ωB97M-V with the def2-TZVPD basis set.

Element x y z (Å)
C: 0.437 -0.311 -0.542
N: 0.217 -0.736 0.929
C: 1.469 -0.671 1.764
O: 2.308 -1.789 1.613
C: -0.185 1.092 -0.747
C: -1.591 0.972 -1.443
S: -2.921 0.299 -0.508
H: -0.011 -1.084 -1.303
H: 1.386 -0.366 -0.798
H: -0.102 -1.685 0.826
H: 1.871 0.339 1.700
H: 1.059 -0.890 2.742
H: 2.613 -1.807 0.696
H: -0.442 1.426 0.352
H: 0.454 1.828 -1.281
H: -1.979 1.848 -1.950
H: -1.477 0.285 -2.400
H: -3.107 1.252 0.351

Highest occupied orbital energy = -0.3210 Ha
Energy relative to the best compared isomer or geometry (same formula, charge and spin) = 57.1 kcal/mol
LUMO = 0.0309 hartree
Electronic energy = -687.1184 a.u.
SMILES = OCNCCCS

Entry 7:
A structure of composition C26H23Cl2CuF5N2O3S, computed with ωB97M-V with the def2-TZVPD basis set.

Element x y z (Å)
Cu: -0.227 -0.556 0.479
Cl: -0.468 2.877 -0.577
C: 0.735 4.181 -0.657
Cl: 0.004 5.775 -0.418
H: 1.198 4.180 -1.638
H: 1.461 4.026 0.134
O: -2.755 -4.868 -3.313
S: -1.391 -4.518 -2.974
O: -0.392 -5.134 -3.823
N: -1.180 -2.924 -2.837
C: -0.794 -2.564 -1.621
O: -0.538 -1.386 -1.305
C: -0.687 -3.730 -0.658
C: -0.314 -3.735 0.677
C: -0.275 -4.941 1.360
C: -0.605 -6.133 0.727
C: -0.992 -6.131 -0.608
C: -1.028 -4.924 -1.267
H: -0.063 -2.811 1.182
H: 0.015 -4.951 2.404
H: -0.566 -7.066 1.276
H: -1.261 -7.046 -1.117
C: -3.706 0.393 -0.850
C: -4.347 -0.588 0.133
C: -3.871 -2.019 -0.128
C: -4.119 -0.238 1.590
C: -5.222 -0.210 2.418
C: -5.139 0.052 3.778
C: -3.882 0.321 4.302
C: -2.733 0.295 3.537
C: -1.422 0.622 4.225
C: -0.765 1.864 3.612
C: -0.453 -0.565 4.215
C: -2.789 -0.021 2.123
N: -1.715 -0.060 1.374
H: -3.931 0.101 -1.878
H: -2.625 0.392 -0.730
H: -4.078 1.406 -0.681
H: -5.431 -0.559 -0.041
H: -2.847 -2.120 0.220
H: -3.904 -2.273 -1.190
H: -4.484 -2.730 0.431
H: -6.196 -0.403 1.974
H: -6.023 0.053 4.406
H: -3.794 0.564 5.359
H: -1.657 0.845 5.274
H: -0.574 1.677 2.557
H: 0.184 2.090 4.101
H: -1.426 2.729 3.698
H: -0.222 -0.831 3.187
H: -0.899 -1.435 4.700
H: 0.478 -0.311 4.726
F: 2.101 -2.513 -0.781
C: 2.542 -1.829 0.298
C: 1.806 -0.757 0.802
C: 2.434 -0.145 1.885
F: 1.909 0.986 2.418
C: 3.607 -0.586 2.478
F: 4.110 0.021 3.579
C: 4.282 -1.665 1.938
F: 5.427 -2.114 2.494
C: 3.748 -2.277 0.817
F: 4.410 -3.315 0.258

Charge = -2
Highest occupied orbital energy (alpha / beta) = -0.0437 / -0.0317 Ha
LUMO (alpha / beta) = 0.1453 / 0.1453 hartree
Electronic energy = -4798.1886 a.u.
Spin multiplicity = 2